Model A:
Formula: C2H2O2S
Source: OMol25
Level of theory: the ωB97M-V functional and the def2-TZVPD basis

CARTESIAN COORDINATES (ANGSTROEM)
O1 -1.489 -1.116 0.433
C1 -0.693 -0.215 0.005
C2 0.317 0.136 -0.867
S1 2.077 0.384 0.273
O2 -0.733 1.053 0.051
H1 -2.220 -0.770 0.976
H2 2.740 0.528 -0.872

The HOMO-LUMO gap comes out at 8.99 eV. As for the highest occupied orbital energy: -0.3308 Ha.

***

Model B:
Formula: C2H2O2S
Source: OMol25
Level of theory: the ωB97M-V functional and the def2-TZVPD basis

CARTESIAN COORDINATES (ANGSTROEM)
O1 -2.330 -0.427 -0.119
C1 -1.041 -0.515 -0.083
C2 -0.019 0.472 -0.019
O2 -0.153 1.659 -0.088
S1 1.661 -0.436 -0.115
H1 -0.629 -1.426 0.324
H2 2.512 0.672 0.099

The HOMO-LUMO gap comes out at 8.56 eV. As for the highest occupied orbital energy: -0.3853 Ha.

***

The structure with the least stability is model A.